# 1
CH4NO3 | wB97M-V/def2-TZVPD

Positions of all 9 atoms, in Å:
N (-0.060, -0.335, 1.044)
C (1.150, -0.480, 0.269)
O (1.072, -0.027, -0.898)
O (2.114, -0.972, 0.886)
H (-0.020, -0.780, 1.945)
H (-0.600, 0.510, 1.021)
H (-1.347, 0.034, -1.016)
H (-0.729, 1.234, -1.704)
O (-1.580, 0.816, -1.547)

Atomic forces in eV per Å
N -0.52 -0.86 0.19
C 0.08 1.07 0.30
O 0.17 -0.09 -0.04
O -0.06 -0.45 -0.28
H 0.20 0.25 0.12
H 0.16 0.16 -0.30
H 0.34 0.34 -0.25
H 0.35 -0.39 0.17
O -0.70 -0.03 0.09

total charge	-1
lowest unoccupied orbital energy	4.46	eV
2S+1	1
HOMO level	-4.1	eV
electronic energy	-321.06721	Eh
Kohn-Sham gap	8.55	eV


# 2
C2H5I2P | wB97M-V/def2-TZVPD

Positions of all 10 atoms, in Å:
C (0.399, 0.030, -0.371)
C (-0.549, -0.281, -1.691)
P (-0.737, -0.022, 1.158)
I (-0.823, -2.350, -2.019)
I (0.524, 0.421, -3.517)
H (1.196, -0.801, -0.417)
H (0.885, 1.082, -0.487)
H (-1.598, 0.094, -1.577)
H (0.018, 0.956, 1.659)
H (-0.028, -0.841, 1.935)

Atomic forces in eV per Å
C -0.15 -0.68 -2.20
C 1.19 0.84 0.96
P -0.93 0.22 -2.17
I -0.14 -0.46 0.38
I -0.73 0.13 0.93
H -1.07 1.55 0.33
H -0.93 -1.97 0.17
H 1.22 0.21 -0.44
H 0.58 1.92 1.10
H 0.96 -1.75 0.94

lowest unoccupied orbital energy	-0.18	eV
2S+1	1
HOMO level	-9.1	eV
electronic energy	-1015.88067	Eh
Kohn-Sham gap	8.90	eV


# 3
C34H24N4O9Yb | wB97M-V/def2-TZVPD

Positions of all 72 atoms, in Å:
Yb (0.525, 1.436, -0.761)
O (-4.895, 2.878, -3.395)
C (-4.287, 2.036, -4.197)
O (-4.696, 1.767, -5.305)
C (-3.049, 1.394, -3.679)
C (-2.324, 0.457, -4.385)
N (-1.302, 0.081, -3.608)
N (-1.297, 0.720, -2.439)
C (-2.340, 1.536, -2.462)
C (-2.561, 2.438, -1.274)
O (-3.594, 3.123, -1.243)
O (-1.664, 2.386, -0.386)
H (-4.426, 2.945, -2.499)
H (-2.502, 0.058, -5.369)
H (-0.532, -0.528, -3.837)
C (1.731, 1.458, -5.361)
C (2.530, 0.334, -5.534)
C (2.899, -0.401, -4.421)
C (2.441, -0.025, -3.155)
C (1.615, 1.092, -2.929)
C (1.300, 1.818, -4.091)
C (2.808, -0.868, -1.994)
C (4.151, -1.287, -1.810)
C (4.464, -2.074, -0.743)
C (3.433, -2.515, 0.116)
C (3.657, -3.394, 1.197)
C (2.610, -3.847, 1.950)
C (1.295, -3.450, 1.640)
C (1.057, -2.578, 0.617)
C (2.121, -2.063, -0.153)
N (1.839, -1.197, -1.166)
H (1.443, 2.052, -6.222)
H (2.861, 0.034, -6.521)
H (3.522, -1.284, -4.531)
H (0.683, 2.709, -4.003)
H (4.905, -0.939, -2.502)
H (5.484, -2.388, -0.551)
H (4.672, -3.709, 1.409)
H (2.787, -4.511, 2.787)
H (0.469, -3.824, 2.232)
H (0.054, -2.253, 0.374)
O (-1.012, 0.175, 0.883)
C (-0.526, 0.034, 2.236)
C (1.076, 0.091, 2.142)
O (1.727, -0.331, 3.078)
O (1.493, 0.627, 1.066)
C (-0.993, -1.290, 2.799)
C (-1.846, -2.112, 2.072)
C (-2.249, -3.343, 2.575)
C (-1.805, -3.769, 3.816)
C (-0.958, -2.951, 4.552)
C (-0.555, -1.723, 4.053)
C (-0.969, 1.241, 3.076)
C (-0.438, 2.506, 2.819)
C (-0.832, 3.607, 3.562)
C (-1.772, 3.470, 4.571)
C (-2.329, 2.227, 4.817)
C (-1.935, 1.124, 4.073)
H (-1.755, 0.797, 0.892)
H (-2.195, -1.789, 1.100)
H (-2.912, -3.968, 1.989)
H (-2.120, -4.728, 4.209)
H (-0.606, -3.274, 5.524)
H (0.112, -1.096, 4.624)
H (0.309, 2.644, 2.054)
H (-0.392, 4.572, 3.346)
H (-2.071, 4.329, 5.161)
H (-3.081, 2.107, 5.588)
H (-2.398, 0.167, 4.265)
O (0.378, 3.617, -1.743)
N (1.156, 4.126, -0.920)
O (1.611, 3.298, -0.072)

Atomic forces in eV per Å
Yb -0.88 -0.93 -0.12
O -0.25 -0.05 -0.12
C 0.01 -0.09 -0.14
O 0.02 0.02 0.01
C 0.13 0.00 0.05
C -0.15 0.01 -0.01
N -0.02 -0.13 -0.04
N 0.26 0.28 0.39
C -0.15 0.00 -0.06
C -0.09 -0.12 0.01
O 0.15 -0.10 0.11
O 0.40 -0.23 0.05
H 0.08 0.24 0.06
H 0.06 -0.02 0.02
H 0.09 0.04 0.04
C 0.01 -0.01 -0.02
C 0.03 -0.04 -0.03
C 0.04 0.02 0.06
C -0.12 0.21 0.00
C 0.22 -0.16 0.06
C -0.04 0.16 0.15
C -0.12 -0.05 0.06
C 0.11 -0.14 0.13
C -0.06 0.08 -0.13
C -0.12 0.06 -0.01
C -0.04 -0.08 0.06
C 0.14 0.01 -0.02
C -0.10 0.03 0.00
C -0.04 0.07 0.00
C 0.14 -0.25 0.07
N -0.01 0.16 -0.27
H 0.00 0.01 0.01
H 0.00 0.02 0.00
H 0.00 0.00 -0.02
H -0.01 -0.03 0.01
H 0.01 -0.01 0.00
H 0.01 0.03 -0.02
H 0.00 0.01 0.02
H 0.00 -0.01 -0.01
H 0.02 0.02 -0.03
H 0.07 0.00 -0.02
O 0.14 0.30 0.16
C 0.60 0.16 -0.06
C -0.67 -0.20 0.19
O 0.06 0.13 -0.10
O 0.12 0.33 -0.33
C 0.00 -0.16 0.09
C -0.08 0.08 0.06
C -0.04 -0.03 0.01
C -0.03 -0.01 -0.01
C -0.01 -0.01 0.04
C -0.07 0.02 -0.03
C -0.16 -0.05 0.00
C -0.01 -0.12 0.10
C 0.05 0.02 -0.06
C -0.02 0.02 0.05
C -0.04 -0.01 0.01
C -0.01 -0.02 -0.14
H 0.00 0.07 -0.17
H 0.01 -0.01 0.02
H 0.00 0.00 0.00
H 0.01 0.00 0.00
H 0.01 0.02 -0.01
H 0.03 0.02 0.00
H 0.15 -0.01 -0.11
H -0.02 0.00 0.00
H -0.01 0.00 -0.02
H 0.01 0.01 0.00
H 0.03 -0.06 0.04
O 0.26 -0.04 0.21
N 0.00 0.54 -0.19
O -0.08 -0.02 -0.05

total charge	-1
lowest unoccupied orbital energy (spin up / spin down)	2.27 / 2.27	eV
2S+1	2
HOMO level (spin up / spin down)	-6.2 / -6.2	eV
expectation value of S²	0.75
electronic energy	-3365.19436	Eh
Kohn-Sham gap (spin up / spin down)	8.49 / 8.49	eV


# 4
C17H18FeNO4 | wB97M-V/def2-TZVPD

Positions of all 41 atoms, in Å:
C (-3.027, 3.020, 2.452)
O (-1.756, 3.343, 1.857)
C (-0.712, 2.467, 1.913)
C (0.049, 2.240, 0.699)
C (0.386, 0.779, 0.626)
C (1.333, 0.557, 1.735)
C (1.018, 1.152, 2.967)
C (-0.182, 1.902, 3.084)
Fe (1.483, 2.888, 1.890)
C (2.551, 2.926, 0.510)
O (3.170, 3.138, -0.449)
C (2.822, 3.370, 2.993)
O (3.697, 3.941, 3.495)
C (0.993, 4.583, 1.657)
O (0.710, 5.659, 1.338)
H (-3.577, 3.961, 2.425)
H (-3.541, 2.261, 1.845)
H (-2.919, 2.664, 3.484)
H (-0.234, 2.801, -0.192)
H (-0.550, 0.230, 0.861)
H (0.727, 0.409, -0.356)
H (2.199, -0.103, 1.626)
H (1.616, 0.991, 3.875)
H (-0.636, 2.148, 4.045)
C (-1.172, -4.053, -4.832)
C (0.145, -3.569, -4.739)
C (0.689, -3.257, -3.488)
C (-0.060, -3.443, -2.321)
C (0.525, -3.129, -0.966)
N (0.203, -1.817, -0.412)
C (-1.352, -3.971, -2.411)
C (-1.906, -4.285, -3.658)
H (-1.618, -4.259, -5.808)
H (0.746, -3.442, -5.644)
H (1.705, -2.867, -3.404)
H (0.210, -3.918, -0.263)
H (1.614, -3.140, -1.055)
H (-0.676, -1.471, -0.774)
H (0.153, -1.835, 0.605)
H (-1.918, -4.148, -1.496)
H (-2.908, -4.720, -3.713)

Atomic forces in eV per Å
C 0.09 -0.16 0.20
O 1.13 -0.28 -0.02
C -0.78 0.58 -0.89
C -3.83 -0.16 -1.39
C 0.83 0.21 -0.83
C 0.38 -1.45 1.36
C 0.29 -1.54 0.56
C -1.82 -0.20 0.58
Fe -1.34 -2.10 2.01
C 4.54 1.33 -6.50
O -1.76 -0.85 2.67
C 6.12 2.48 4.57
O -2.50 -1.47 -1.59
C -1.82 7.55 -1.73
O 0.75 -3.28 0.99
H 0.00 -0.24 0.10
H 0.18 0.21 0.15
H -0.04 0.14 -0.22
H -0.33 -0.42 0.16
H 0.21 0.03 -0.08
H 0.05 0.34 0.62
H -0.35 0.23 0.15
H -0.27 -0.24 -0.56
H 0.28 -0.16 -0.21
C 0.31 0.02 0.49
C -0.37 -0.02 0.09
C -0.23 -0.06 -0.08
C -0.23 0.16 -0.10
C 0.43 -0.64 0.26
N -0.22 0.41 -0.10
C 0.05 0.00 -0.44
C 0.20 0.19 -0.08
H 0.20 -0.02 0.33
H -0.25 0.02 0.34
H -0.24 -0.14 -0.10
H 0.22 0.08 -0.26
H 0.00 -0.39 0.05
H -0.18 -0.10 0.05
H -0.11 -0.25 -0.35
H 0.07 -0.02 -0.21
H 0.34 0.22 -0.01

total charge	+1
lowest unoccupied orbital energy (spin up / spin down)	-3.52 / -6.59	eV
2S+1	5
HOMO level (spin up / spin down)	-10.8 / -11.2	eV
expectation value of S²	6.11
electronic energy	-2277.54688	Eh
Kohn-Sham gap (spin up / spin down)	7.25 / 4.59	eV